34
Properties=species:S:1:pos:R:3 method="wB97M-V/def2-TZVPD" homo_ev=-7.7 total_charge=0 gap_ha=0.3030 energy_ev=-88816.3249 e_above_lowest_kcal_mol=266.3
C -3.62737 -0.72649 2.03552
N -4.10127 -1.05645 0.66166
C -3.35757 -1.92813 -0.15821
C -3.06675 -1.60424 -1.56863
C -2.06400 -0.62192 -1.69179
N -2.50802 0.53742 -0.58668
C -1.65110 1.14117 0.31439
O -1.88450 2.20672 0.76672
C -0.18901 0.82443 -0.02311
C 0.44475 0.00339 1.09992
C 1.68274 -0.11071 1.10918
C 2.43048 0.19787 -0.06848
C 2.04109 0.68471 -1.11158
C 0.70164 1.30188 -0.93750
H 0.25905 1.79990 -1.89904
H 2.58451 1.15549 -1.68339
Br 4.41115 -0.55508 0.05094
H 2.12570 -0.95171 1.97240
H -0.11441 -0.14813 1.87158
C -3.85479 1.13442 -0.54338
C -4.87623 0.05977 -0.13353
H -5.59357 0.69029 0.81608
H -5.47949 -0.22625 -0.77202
H -4.16858 1.36051 -1.52189
H -3.84037 2.18570 -0.32788
H -1.03807 -0.82018 -1.23623
H -1.97194 -0.23592 -2.56253
H -2.65067 -2.26532 -2.09489
H -4.08786 -1.30619 -1.98750
H -2.57552 -2.34854 0.47867
H -4.13351 -2.80624 -0.28145
H -2.79430 -0.14908 1.77828
H -3.42967 -1.61514 2.49888
H -4.43792 -0.30051 2.50912

---

34
Properties=species:S:1:pos:R:3 method="wB97M-V/def2-TZVPD" homo_ev="-15.4 / -15.4" total_charge=+2 gap_ha="0.2636 / 0.2639" energy_ev=-37747.8110 e_above_lowest_kcal_mol=59.9
C 1.87170 -3.11910 1.52274
C -0.54984 0.89644 3.27648
H 1.29023 -3.09656 0.58602
H 1.22671 -3.11296 2.42215
H 2.46599 -4.03769 1.60159
H -1.55066 0.52926 3.55131
H 0.13160 0.62974 4.12247
H -0.53050 1.98550 3.18926
C 1.62586 -1.71900 -1.44492
C 1.59068 -2.01447 -2.80834
C 0.73580 -1.27596 -3.62274
C -0.12212 -0.37462 -3.01355
H 2.42709 -2.12478 -0.82319
H 2.22881 -2.79399 -3.20850
H 0.72252 -1.38462 -4.70173
H -0.76812 0.26399 -3.60476
N 0.69654 -0.95908 -0.81299
C -0.19295 -0.28050 -1.60468
C -1.20299 0.59387 -0.96527
N -1.27334 0.65392 0.40984
C -2.12738 1.56265 0.94455
C -2.92243 2.32406 -1.18819
C -2.95033 2.40502 0.20155
H -2.13198 1.65103 2.02885
H -3.59189 3.10543 0.72694
C -2.06201 1.39266 -1.75662
H -2.03977 1.28584 -2.83721
H -3.54411 2.96095 -1.81572
Ce 0.44263 -0.62535 1.86334
I 3.47886 -1.52832 1.80604
C 1.51497 1.33902 1.55559
H 1.06240 2.20255 2.06047
H 1.48700 1.48166 0.46134
H 2.56103 1.18340 1.87790

---

37
Properties=species:S:1:pos:R:3 method="wB97M-V/def2-TZVPD" homo_ev="-15.5 / -15.5" total_charge=+2 multiplicity=6 gap_ha="0.1803 / 0.1699" energy_ev=-88043.5568 e_above_lowest_kcal_mol=45.4 s2=8.986
C 0.04852 -2.87253 -3.56749
C -0.66619 -1.80246 -2.81656
H -0.61696 -3.38022 -4.28383
H 0.41664 -3.61703 -2.84066
H 0.92135 -2.41590 -4.06546
O -1.80193 -1.40509 -3.06237
Cl 0.46276 -2.97865 0.11825
Fe 0.35701 -1.17982 -1.05283
P 0.13964 1.01290 -2.01995
C -1.30875 2.06907 -1.69622
C 1.43750 2.28732 -1.74585
H 1.08666 0.52034 -4.18839
H 0.10538 2.02532 -4.21874
H -0.68913 0.40909 -4.23899
C 0.15567 0.99012 -3.85483
H 2.42772 1.82124 -1.73071
H 1.39726 3.04001 -2.54973
H -1.41733 2.82510 -2.48184
H -1.16460 2.56663 -0.73281
H 1.26270 2.78225 -0.78337
H -2.21541 1.46392 -1.64029
C -1.68873 -0.75899 -0.89001
O -2.74345 -0.87134 -0.43432
Cl 2.32856 -1.12711 -1.98531
N 0.39216 -0.27695 0.71649
C 0.28995 -0.25559 1.88388
C 0.19691 -0.20875 3.29902
C -1.05020 -0.02082 3.92464
C -1.12790 0.12632 5.31290
C 0.03291 0.05356 6.09018
C 1.27319 -0.17030 5.48045
C 1.35430 -0.31718 4.09380
H -1.95171 -0.00567 3.30934
H -2.10290 0.28162 5.78373
H -0.03166 0.15636 7.17544
H 2.17989 -0.24143 6.08443
H 2.31013 -0.52532 3.60801

---

44
Properties=species:S:1:pos:R:3 method="wB97M-V/def2-TZVPD" homo_ev="-1.7 / -1.7" total_charge=-2 multiplicity=3 gap_ha="0.2399 / 0.2419" energy_ev=-120518.2266 e_above_lowest_kcal_mol=0.0 s2=2.006
Ni -0.72445 -0.81660 1.20789
C -1.91574 0.44547 2.73195
C -0.59193 0.32457 3.26963
C 0.04622 1.56685 3.11609
C -0.85840 2.45514 2.50738
C -2.05996 1.77517 2.27526
H -2.69759 -0.29321 2.84135
H -0.21938 -0.53785 3.80053
H 1.07873 1.78036 3.36269
H -0.62841 3.45965 2.17164
H -2.93336 2.18000 1.77825
Cl 0.81253 -4.74456 4.44319
C 0.61309 -3.96769 2.84029
Cl 1.10117 -5.12687 1.59581
Cl 1.67659 -2.55789 2.78456
C -0.95117 -3.61574 2.65182
O -1.67803 -4.57760 2.82274
O -1.21169 -2.41990 2.40682
C 2.56997 0.07161 -0.60925
N 1.73158 0.97414 -1.38717
C 2.07513 0.95001 -2.79799
C 1.26637 1.98823 -3.55017
C -0.20313 1.74315 -3.27133
N -0.44540 1.73374 -1.83967
C -1.86258 1.61230 -1.52569
C 0.36921 0.89832 -1.07046
O 0.05755 0.70960 0.11526
H 3.60964 0.38867 -0.72449
H 2.45752 -0.96703 -0.93337
H 2.28830 0.13238 0.43773
H 1.89449 -0.04720 -3.21998
H 3.14551 1.16161 -2.88050
H 1.46921 1.92373 -4.62224
H 1.54273 2.98974 -3.20701
H -0.51866 0.79325 -3.72100
H -0.81489 2.54024 -3.70400
H -2.37920 2.47856 -1.94727
H -1.99064 1.60440 -0.44662
H -2.28622 0.68913 -1.93388
O 0.39482 -2.19815 -0.05865
S -0.57360 -1.97798 -1.17831
O -0.06289 -0.85510 -2.03044
O -1.82771 -1.51462 -0.48883
O -0.76534 -3.15204 -2.01255

---

35
Properties=species:S:1:pos:R:3 method="wB97M-V/def2-TZVPD" homo_ev=-7.7 total_charge=0 gap_ha=0.3067 energy_ev=-33355.1923 e_above_lowest_kcal_mol=25.9
C 5.60314 -0.83324 0.22764
C 4.77810 -0.39735 -0.97462
O 3.37806 -0.51758 -0.72641
C 2.81525 0.49976 -0.03523
O 3.39950 1.49776 0.31550
N 1.50945 0.25625 0.22131
C 0.81143 -0.89427 -0.31249
C -0.54821 -1.03771 0.36620
N -1.34908 0.14396 0.14420
C -2.71731 0.09241 0.05907
C -3.43747 -1.01865 0.51934
C -4.81318 -1.06928 0.42238
C -5.50721 -0.00510 -0.12749
Cl -7.23492 -0.06652 -0.24435
C -4.82228 1.10867 -0.58280
C -3.44607 1.15462 -0.49439
C -0.63043 1.39704 0.05654
C 0.68813 1.28819 0.81523
H 5.34745 -1.85117 0.51261
H 6.65977 -0.78762 -0.01984
H 5.40820 -0.16966 1.06636
H 5.00592 0.64273 -1.22915
H 4.96464 -1.04162 -1.83650
H 0.67246 -0.78656 -1.39624
H 1.41247 -1.78991 -0.13773
H -0.40081 -1.22913 1.43948
H -1.05592 -1.90105 -0.07018
H -2.92554 -1.84901 0.97799
H -5.34843 -1.93312 0.78453
H -5.36356 1.93576 -1.01496
H -2.93524 2.02204 -0.87927
H -1.23168 2.19195 0.50621
H -0.42372 1.66615 -0.99001
H 1.24508 2.22626 0.76846
H 0.49201 1.05503 1.86861

---

34
Properties=species:S:1:pos:R:3 method="wB97M-V/def2-TZVPD" homo_ev=-8.2 total_charge=0 gap_ha=0.3234 energy_ev=-40096.0213 e_above_lowest_kcal_mol=0.0
S 1.15976 3.01230 0.41476
C 0.02181 1.87344 0.04018
N -1.17884 2.30713 -0.44953
C -2.37290 1.62359 -0.65141
C -2.75931 0.52753 0.12184
C -3.96332 -0.10796 -0.11681
C -4.80012 0.35079 -1.12117
Cl -6.30126 -0.45165 -1.42223
C -4.44826 1.46039 -1.87550
C -3.24433 2.09065 -1.63840
N 0.21971 0.55038 0.17206
C 1.47968 -0.02725 0.59198
C 2.38596 -0.31744 -0.60755
C 3.70054 -0.93081 -0.13692
C 3.44213 -2.20700 0.65796
C 2.53530 -1.91677 1.84994
C 1.21674 -1.30613 1.38381
H -1.17560 3.28764 -0.69843
H -2.14136 0.19471 0.94086
H -4.25720 -0.95258 0.48606
H -5.11277 1.82489 -2.64256
H -2.96799 2.95639 -2.22165
H -0.41575 -0.07060 -0.30972
H 1.96502 0.71514 1.23362
H 2.57582 0.61305 -1.14540
H 1.87724 -1.00789 -1.28625
H 4.22632 -0.21025 0.49239
H 4.33369 -1.14842 -0.99891
H 2.96659 -2.94852 0.01144
H 4.38812 -2.62520 1.00611
H 3.03580 -1.21904 2.52423
H 2.33872 -2.83671 2.40379
H 0.58205 -1.08199 2.24358
H 0.68799 -2.02182 0.74783

---

43
Properties=species:S:1:pos:R:3 method="wB97M-V/def2-TZVPD" homo_ev=-9.0 total_charge=0 gap_ha=0.2956 energy_ev=-57843.0978 e_above_lowest_kcal_mol=0.0
Pd 1.37889 -2.06093 0.39056
O 4.94711 -3.21370 1.92838
Cl 3.58281 -2.88008 1.80287
O 3.15132 -1.92559 2.77400
O 3.40596 -2.23281 0.42046
O 2.71540 -4.02659 1.78445
C 2.09366 2.86074 1.39194
N 0.68578 2.46203 1.34404
C 0.12383 2.86343 0.05306
N 0.86575 2.35390 -1.10011
C 2.26703 2.75672 -0.97744
N 2.89187 2.34875 0.28057
C 3.05977 0.89408 0.35453
P 1.41111 0.10309 0.25947
C 0.53031 1.02331 1.57118
C 0.72488 0.90065 -1.24018
H 2.52943 2.52357 2.33331
H 2.13534 3.95085 1.35956
H 0.13826 3.95372 0.00563
H -0.91162 2.52529 -0.00812
H 2.31001 3.84585 -1.03560
H 2.83404 2.34250 -1.81232
H 3.53710 0.60516 1.29257
H 3.69064 0.54058 -0.46213
H 0.94574 0.74319 2.54111
H -0.52277 0.73797 1.55694
H -0.32267 0.62407 -1.37269
H 1.26349 0.54683 -2.12051
O -2.51047 -0.41803 -2.60585
C -3.25826 -1.10616 -1.69920
C -4.64745 -1.05412 -1.71293
C -5.37983 -1.72675 -0.74923
C -4.73549 -2.44274 0.24939
C -3.35173 -2.48475 0.26538
C -2.59984 -1.84139 -0.71218
C -1.11062 -1.96126 -0.70323
O -0.43739 -2.14682 -1.70171
O -0.58932 -1.84655 0.49873
H -3.09614 0.01644 -3.23073
H -5.15206 -0.47914 -2.48186
H -6.46081 -1.68207 -0.77735
H -5.30542 -2.96232 1.00704
H -2.82762 -3.03094 1.03817

---

36
Properties=species:S:1:pos:R:3 method="wB97M-V/def2-TZVPD" homo_ev="-10.9 / -10.9" total_charge=+1 multiplicity=2 gap_ha="0.2799 / 0.1656" energy_ev=-160885.4496 s2=0.763
Hg 0.04528 0.76145 1.10783
Se -2.22120 1.64916 0.43459
Se 1.57722 -0.27198 2.85357
C 3.18869 0.16778 1.97277
C 4.34158 -0.31240 2.63721
C 5.51606 0.37506 2.26432
C 5.58128 1.05935 1.02805
C 4.38666 1.32507 0.41689
N 3.17545 0.93436 0.91150
C -3.31912 0.09776 0.45580
C -3.55979 -0.40939 1.73673
C -4.73242 -1.05543 1.98627
C -5.62431 -1.27302 0.92668
C -5.22600 -0.93004 -0.37392
N -4.12260 -0.16043 -0.56788
H 4.25855 -0.99388 3.44614
H 6.38536 0.21086 2.97729
H 6.61261 1.29105 0.71673
H 4.33221 1.90697 -0.46620
H -2.85861 -0.26603 2.53536
H -5.04168 -1.29231 2.97091
H -6.52483 -1.86846 1.02555
H -5.72995 -1.19416 -1.25984
C -1.15737 -1.06086 -1.84161
P -0.00391 0.24646 -1.43524
C 1.61991 -0.38997 -2.18158
C -0.53943 1.58265 -2.66621
H -0.74823 -1.47908 -2.78910
H -2.18385 -0.72163 -2.15517
H -1.36030 -1.82151 -1.13593
H 1.61161 -0.86687 -3.21826
H 1.97158 -1.21856 -1.60347
H 2.27590 0.45835 -2.16581
H -0.31143 1.21686 -3.67935
H -0.00240 2.53125 -2.41493
H -1.61252 1.77156 -2.44967

---

31
Properties=species:S:1:pos:R:3 method="wB97M-V/def2-TZVPD" homo_ev=-8.2 total_charge=0 gap_ha=0.3366 energy_ev=-15238.7192 e_above_lowest_kcal_mol=196.0
C 1.58595 -2.80070 0.30854
C 0.72787 -2.73806 -0.95740
N 0.02909 -1.26753 -1.23929
C -1.13658 -0.89414 -0.50336
C -1.99142 0.30069 -0.94809
C -1.91747 1.26305 0.14040
C -1.87582 0.25494 1.35177
C -0.58767 -0.55103 0.92619
C 0.27307 0.68964 0.49391
C 1.63164 1.17372 0.93792
C 2.19282 2.42891 0.76362
C 1.45079 3.18113 -0.22703
C 0.10986 2.77802 -0.63593
C -0.46412 1.59087 -0.13026
H 2.30606 -3.68081 0.10252
H 2.26946 -1.67780 0.32153
H 1.05962 -2.78094 1.41947
H 1.26945 -2.76492 -2.02765
H -0.05314 -3.60575 -1.20806
H -0.50937 -1.46626 -2.29235
H -1.75839 -1.96241 -0.33583
H -2.88866 0.14844 -1.59264
H -1.15921 0.54205 -1.64245
H -2.26029 2.40961 0.54020
H -2.75565 -0.45716 1.53801
H -1.80136 0.45436 2.55896
H -0.26348 -1.36006 1.55595
H 2.21062 0.40865 1.50756
H 3.11501 2.71213 1.08473
H 1.71483 4.29916 -0.38861
H -0.52351 3.37221 -1.42234

---

32
Properties=species:S:1:pos:R:3 method="wB97M-V/def2-TZVPD" homo_ev="-10.4 / -10.4" total_charge=+1 gap_ha="0.2635 / 0.2634" energy_ev=-16726.7332 e_above_lowest_kcal_mol=127.3
C -1.74163 -2.55682 -0.17314
C -2.76921 -1.67755 -0.11527
C -0.44649 -2.17351 -0.06515
C -0.28142 -0.81815 0.13628
C -1.24863 0.15569 0.18455
C -2.54952 -0.26816 0.00750
C 3.13056 -1.81409 0.20909
C -0.80872 1.57878 0.01585
C 0.87269 -2.86402 -0.12690
C 0.54911 1.98878 0.64369
C 1.14142 -0.49969 -0.08662
C -3.79052 0.60135 -0.04684
C 2.40176 1.45606 -0.88774
N 1.80912 -1.69916 0.01876
N 1.60874 0.86590 0.29220
H -1.82140 -3.64523 -0.15486
H -3.75539 -2.06573 -0.30086
H 3.86194 -1.11346 0.05843
H 3.46869 -2.88313 0.33658
H -0.89900 1.82711 -0.97752
H -1.58622 2.31800 0.39023
H 0.83698 -3.58564 0.68642
H 1.27072 -3.24301 -1.05272
H 0.87700 3.08428 0.29557
H 0.45380 2.12686 1.73278
H -4.12640 0.34940 -1.07501
H -4.46743 0.35069 0.81758
H -3.48027 1.66360 -0.05882
H 2.52048 2.50060 -0.61759
H 3.31030 0.86047 -0.83625
H 1.73916 1.24306 -1.71987
H 2.19052 0.95118 1.08661

---

37
Properties=species:S:1:pos:R:3 method="wB97M-V/def2-TZVPD" homo_ev=-9.5 total_charge=0 gap_ha=0.3736 energy_ev=-26418.8083 e_above_lowest_kcal_mol=9.4
N 5.93650 -1.67011 0.20169
C 5.14267 -0.60459 -0.09261
O 5.67611 0.43334 -0.43360
C 3.64971 -0.73476 0.17397
C 2.90198 0.48257 -0.36920
N 3.10333 1.71427 0.42278
C 1.39680 0.15043 -0.40503
O 0.98743 -0.98464 -0.64850
N 0.58712 1.18359 -0.10701
C -0.84015 1.07143 -0.34057
C -1.47580 0.25976 0.87467
C -2.81867 -0.40566 0.53290
C -2.77675 -1.44467 -0.39043
C -3.94019 -2.08765 -0.88988
C -5.16699 -1.59900 -0.46926
C -5.21393 -0.59422 0.47362
C -4.07486 0.02279 0.96650
C -1.41226 2.52772 -0.48137
O -0.78856 3.55071 -0.36174
O -2.74546 2.56258 -0.56617
H 6.95128 -1.53915 0.13162
H 5.58716 -2.55037 0.50334
H 3.48186 -0.81797 1.27082
H 3.24598 -1.66319 -0.21584
H 3.22484 0.64639 -1.42595
H 4.01617 2.12315 0.18549
H 3.02968 1.43122 1.38738
H 0.97949 2.09819 -0.05513
H -1.06046 0.46858 -1.25319
H -1.68640 0.92949 1.72539
H -0.77945 -0.52552 1.14535
H -1.80153 -1.74874 -0.75649
H -3.81595 -2.94581 -1.58397
H -6.12268 -2.03160 -0.87248
H -6.20784 -0.24068 0.78801
H -4.10287 0.89263 1.62330
H -3.06729 1.63946 -0.68843

---

38
Properties=species:S:1:pos:R:3 method="wB97M-V/def2-TZVPD" homo_ev=-8.3 total_charge=0 gap_ha=0.3260 energy_ev=-28465.7274 e_above_lowest_kcal_mol=31.0
N -5.55107 -1.67755 1.14046
C -4.56437 -1.58617 0.21073
O -4.67622 -2.10554 -0.92016
C -3.33428 -0.74018 0.61510
C -2.86765 0.02531 -0.58147
N -1.43322 0.19649 -0.77326
C -0.68715 0.59676 0.29255
O -1.19321 0.83814 1.33239
C 0.89826 0.60118 0.07732
N 1.41213 1.82098 0.71544
C 1.61348 -0.65827 0.52374
C 3.10441 -0.55456 0.25433
C 3.76446 -1.38803 -0.59315
C 5.11385 -1.29478 -0.87684
C 5.87158 -0.33318 -0.22596
O 7.18909 -0.29049 -0.53880
C 5.25853 0.59507 0.60337
C 3.89102 0.40242 0.88560
C -3.52610 1.38182 -0.78296
O -3.07157 2.38084 -1.31059
O -4.80184 1.29995 -0.31735
H -6.37085 -2.16617 0.83980
H -5.41648 -1.27395 2.05779
H -2.55023 -1.42584 0.93064
H -3.61448 -0.11800 1.48665
H -3.15265 -0.49973 -1.51041
H -1.06759 -0.10607 -1.65567
H 1.11560 0.65597 -0.98782
H 0.79740 1.94776 1.52557
H 1.20382 2.62051 0.13520
H 1.50904 -0.67435 1.62240
H 1.17556 -1.56943 0.10704
H 3.29896 -2.27511 -1.09047
H 5.60168 -1.93026 -1.58192
H 7.60519 0.49003 -0.12725
H 5.82657 1.40012 1.07025
H 3.43652 1.10708 1.60082
H -5.17938 2.17047 -0.37922

---

36
Properties=species:S:1:pos:R:3 method="wB97M-V/def2-TZVPD" homo_ev=-8.2 total_charge=0 gap_ha=0.2807 energy_ev=-23250.9310 e_above_lowest_kcal_mol=99.3
C 1.72577 -3.73376 1.47054
C 1.87739 -2.33086 0.77395
N 2.52814 -1.40000 1.50527
N 2.68889 -0.23677 0.90449
C 2.12997 -0.14923 -0.32003
C 2.29997 1.24729 -1.03793
C 2.20869 2.46899 -0.06182
C 0.75649 3.08712 0.11086
N -0.33112 2.32649 -0.55930
C -1.36951 1.86069 0.41339
C -1.91547 0.48212 -0.13579
C -1.52149 -0.02743 -1.42998
C -1.99972 -1.33330 -1.91797
C -2.88721 -2.12705 -1.09083
C -3.30777 -1.58545 0.18595
C -2.84908 -0.30713 0.68909
O -3.31173 0.11857 1.91888
N 1.46255 -1.07791 -1.04451
N 1.35271 -2.25559 -0.46963
H 2.01729 -4.52816 0.72856
H 0.68072 -3.92672 1.80959
H 2.43549 -3.82058 2.33130
H 3.34019 1.22107 -1.46910
H 1.61028 1.31782 -1.92015
H 2.84766 3.28138 -0.51489
H 2.62520 2.29055 0.95698
H 0.76455 4.11309 -0.36218
H 0.55265 3.28687 1.20331
H -0.83680 3.00791 -1.13497
H -0.85809 1.69120 1.40394
H -2.18862 2.60805 0.57854
H -0.82418 0.49795 -2.12376
H -1.63781 -1.69572 -2.91096
H -3.20127 -3.11972 -1.49030
H -4.01341 -2.17837 0.80541
H -2.85132 0.92660 2.20408